No. 1
{
  "formula": "C50H46N6O5P2S2Ti",
  "method": "ωB97M-V/def2-TZVPD",
  "charge": 1,
  "homo_lumo_gap_ev": [6.527, 6.534],
  "spin_multiplicity": 2,
  "e_homo_ha": [-0.351, -0.352],
  "species": ["Ti", "S", "S", "P", "P", "O", "O", "O", "O", "O", "N", "N", "N", "N", "N", "N", "C", "C", "C", "C", "C", "C", "C", "C", "C", "C", "C", "C", "C", "C", "C", "C", "C", "C", "C", "C", "C", "C", "C", "C", "C", "C", "C", "C", "C", "C", "C", "C", "C", "C", "C", "C", "C", "C", "C", "C", "C", "C", "C", "C", "C", "C", "C", "C", "C", "C", "H", "H", "H", "H", "H", "H", "H", "H", "H", "H", "H", "H", "H", "H", "H", "H", "H", "H", "H", "H", "H", "H", "H", "H", "H", "H", "H", "H", "H", "H", "H", "H", "H", "H", "H", "H", "H", "H", "H", "H", "H", "H", "H", "H", "H", "H"],
  "xyz": [[-0.16098, 0.61122, 0.40943], [1.60355, -2.64635, -0.47340], [1.62379, 2.08849, 1.38763], [-0.33154, -0.71308, 2.71236], [-1.49041, 2.33362, -0.94084], [2.42124, -2.09883, -1.51055], [-1.59475, -0.86285, -0.33906], [-3.54190, -0.18207, -5.24940], [2.24776, -3.19489, 0.63639], [-0.35543, 0.76389, -6.07127], [0.97057, 0.64764, -1.60723], [0.50605, -1.55102, 0.01296], [3.76402, 1.97221, 2.85859], [3.56472, 0.24285, 1.31545], [-1.32581, -0.83460, -4.75713], [-1.43401, 1.80245, 1.59894], [1.95032, 0.70134, -4.19357], [4.75554, -0.25216, 1.70426], [-1.94836, -0.07696, 3.16438], [-0.83289, -2.98937, -1.34937], [-1.69228, 3.16770, 1.51075], [-5.83951, 0.67355, -1.20521], [-0.68466, -1.73689, -0.54685], [-1.98152, 1.40476, 2.79575], [5.26314, -1.53955, 1.05912], [2.20859, -0.99957, 3.79478], [0.61127, 0.38040, -3.94731], [0.04550, -3.26142, 3.64664], [-1.58680, -3.10818, 1.89413], [-0.37811, 0.15179, -5.01318], [-1.80871, -4.48381, 1.99000], [-0.66128, -2.46608, 2.74274], [-2.40455, -0.93914, -5.72407], [5.00121, 1.54610, 3.24731], [-1.44983, 3.75660, 0.18539], [5.56496, 0.48449, 2.62152], [-4.91402, 0.43524, -2.22330], [0.19785, 4.35980, -4.11413], [-2.23274, 3.12946, -3.64367], [0.16891, 0.40006, -2.63641], [0.66050, 0.40378, 5.06582], [3.09591, 1.33021, 1.85310], [-0.11736, -4.65044, 3.71189], [-0.81398, 4.43917, -5.05399], [-1.24790, 3.12652, -2.62301], [-1.97702, 3.73836, -4.87072], [3.19708, -0.85084, 4.74541], [2.80540, 0.90886, -3.13467], [0.58985, -4.77298, -2.11817], [-2.49711, 2.46032, 3.50535], [-3.62382, 0.86842, -2.04736], [-1.08475, -5.24591, 2.95131], [5.70786, 2.43146, 4.22518], [0.93817, -0.40615, 3.97741], [-2.25625, 3.59867, 2.69969], [-0.04008, 3.74885, -2.87930], [-4.21485, 1.88027, 0.02630], [-0.43131, -5.24602, -2.91302], [-5.46128, 1.36765, -0.08960], [2.26305, 0.80599, -1.85592], [0.38994, -3.71706, -1.32591], [2.89159, -0.01083, 5.85386], [-3.25732, 1.66903, -0.96410], [-1.67197, -4.58463, -2.92754], [-1.84897, -3.43255, -2.15420], [1.63520, 0.65453, 5.99629], [1.49895, 1.25795, 6.85733], [-2.17835, -2.58909, 1.17992], [-6.85851, 0.35829, -1.38320], [-3.89241, 2.40818, 0.90508], [-2.55717, -4.87813, 1.33291], [1.09669, 4.88671, -4.22045], [-0.29982, -6.13108, -3.52095], [0.48018, -5.19615, 4.44365], [-2.76485, -2.92692, -2.10034], [2.34951, 0.71553, -5.24873], [6.12435, 3.26981, 3.73800], [5.06173, 2.79050, 4.99813], [0.71443, -2.80093, 4.33303], [-2.20074, -0.29190, 4.17700], [-2.63326, 4.66272, 2.84271], [1.57624, -5.25097, -2.14529], [-2.92396, 0.60360, -2.82391], [-2.69930, 3.67134, -5.62625], [-0.87587, 0.21469, -2.35507], [-3.30466, 0.78405, -5.42672], [3.85482, 1.16827, -3.28421], [-2.48337, -5.08506, -3.49807], [4.63567, -2.38518, 1.33560], [-2.62726, -0.58301, 2.49228], [6.53922, 0.10193, 2.89585], [-2.25009, 4.40638, -0.15169], [-0.58470, 4.89822, -6.01177], [5.18831, -1.45820, -0.03583], [6.29185, -1.74768, 1.35169], [-1.23236, -1.48255, -3.97155], [-1.99134, -0.67866, -6.67044], [-1.24780, -6.32528, 3.02924], [0.73263, 3.67238, -2.06337], [-2.75403, -1.98791, -5.75809], [-6.13595, 1.60963, 0.71654], [2.37877, -1.58396, 2.94399], [-0.32816, 0.81395, 5.18434], [-0.50633, 4.34736, 0.09982], [2.90115, 0.97072, -1.01722], [4.17154, -1.34308, 4.59240], [3.67707, 0.09437, 6.60740], [3.20753, 2.60689, 3.43344], [-5.06997, -0.05943, -3.18567], [-2.91665, 2.35993, 4.46067], [6.58191, 1.85847, 4.58554], [-3.19511, 2.62180, -3.43445]]
}


No. 2
{
  "formula": "C4H7NS2",
  "method": "ωB97M-V/def2-TZVPD",
  "charge": 0,
  "homo_lumo_gap_ev": 9.497,
  "smiles": "SC1(S)CCC=N1",
  "e_homo_ha": -0.325,
  "relative_energy_kj_mol": 156.8,
  "species": ["S", "S", "N", "C", "C", "C", "C", "H", "H", "H", "H", "H", "H", "H"],
  "xyz": [[1.25465, 0.59566, -1.79318], [1.63784, -1.95525, -0.22203], [0.94458, 0.32867, 1.19484], [-0.11468, 0.99873, 1.28038], [-1.16540, 0.85259, 0.22960], [0.69946, -0.49339, -0.39180], [-0.87358, -0.49672, -0.38731], [-0.25484, 1.76876, 2.06211], [2.60964, 0.29538, -1.91784], [-1.09155, -1.33512, 0.22181], [0.77300, -2.39757, 0.80435], [-0.97888, 1.65858, -0.46470], [-1.26201, -0.81742, -1.33673], [-2.17825, 0.99710, 0.72049]]
}


No. 3
{
  "formula": "C3H3ClN3P",
  "method": "ωB97M-V/def2-TZVPD",
  "charge": 0,
  "homo_lumo_gap_ev": [7.553, 7.508],
  "e_homo_ha": [-0.333, -0.325],
  "relative_energy_kj_mol": 346.1,
  "species": ["Cl", "P", "N", "N", "N", "C", "C", "C", "H", "H", "H"],
  "xyz": [[-4.91810, -0.28847, 0.39344], [-3.45713, 0.63121, -0.64113], [2.59206, 1.87966, 0.17512], [2.77248, 0.72750, -0.20015], [1.36666, 2.16944, 0.69536], [0.55592, 0.13969, 0.08514], [0.38374, 1.44346, 0.42250], [1.87230, -0.22497, -0.07352], [-0.20730, -0.68868, -0.09314], [-2.46816, -0.25354, 0.07744], [2.06425, -1.31256, -0.21089]]
}


Look up the charge of the second one. 0